1.
13
Properties=species:S:1:pos:R:3:mulliken_charge:R:1 method="wB97M-V/def2-TZVPD" e_lumo_ev=-4.80 de_lowest_ev=2.947 fmax_ev_per_a=3.53 smiles="CC#[N+]CN=C=N" spin_multiplicity=1 energy_ha=-319.9233 total_charge=+1 homo_ha=-0.5721
H -2.542 -0.652 0.050 0.3395
C -1.973 0.336 0.229 -0.7883
N 0.187 -0.773 0.808 -0.1796
C 1.606 -0.975 0.621 -0.3373
H 0.173 1.134 -2.164 0.2765
C -0.630 -0.151 0.223 0.6439
H 2.079 -0.911 1.625 0.3322
C 1.360 0.763 -0.755 0.5479
H -2.214 0.964 -0.637 0.3484
N 2.135 0.193 -0.043 -0.3207
N 0.290 1.213 -1.183 -0.4534
H 1.604 -1.941 0.052 0.3171
H -2.074 0.799 1.173 0.2738



2.
13
Properties=species:S:1:pos:R:3:mulliken_charge:R:1 method="wB97M-V/def2-TZVPD" e_lumo_ev=-5.35 de_lowest_ev=3.383 fmax_ev_per_a=2.39 spin_multiplicity=1 energy_ha=-319.9073 total_charge=+1 homo_ha=-0.5699
H 2.175 1.291 0.106 0.3924
C -1.041 0.819 0.094 -0.0074
N 1.067 -0.286 -1.017 -0.2799
C 1.253 0.733 -0.003 -0.0211
C 0.313 -0.967 -0.087 0.7178
H -1.982 1.349 0.128 0.4551
C -1.130 -0.752 -0.083 -0.6701
H -1.672 -1.197 0.752 0.3364
H 0.842 -0.104 -1.987 0.2728
N 0.044 1.436 0.166 -0.3675
H -1.651 -0.961 -1.018 0.3286
H 0.724 -0.685 1.953 0.2699
N 1.055 -0.675 0.997 -0.4271



3.
13
Properties=species:S:1:pos:R:3:mulliken_charge:R:1 method="wB97M-V/def2-TZVPD" e_lumo_ev=-5.12 de_lowest_ev=3.922 fmax_ev_per_a=3.86 spin_multiplicity=1 energy_ha=-319.8875 total_charge=+1 homo_ha=-0.5692
H -0.731 2.282 0.882 0.3511
H 1.786 0.950 0.464 0.3091
C 0.680 -1.128 -0.578 -0.6754
N -0.773 0.053 1.260 -0.3613
H -1.844 0.618 -1.211 0.2907
H 1.722 -1.388 -0.333 0.3427
H -0.424 -2.041 1.400 0.3684
C -0.483 1.264 0.408 0.0325
C -0.373 -1.027 0.813 0.0329
C 0.312 0.235 -0.911 0.6279
N 0.877 1.136 -0.043 -0.3251
N -0.882 0.871 -0.900 -0.3029
H 0.134 -1.823 -1.250 0.3094



4.
16
Properties=species:S:1:pos:R:3:mulliken_charge:R:1 method="wB97M-V/def2-TZVPD" e_lumo_ev=3.67 de_lowest_ev=2.639 fmax_ev_per_a=5.25 spin_multiplicity=1 energy_ha=-868.8752 total_charge=-1 homo_ha=-0.1012
C -0.072 0.078 -1.780 0.1842
N -0.104 -1.253 -2.098 -0.0324
C -0.687 1.251 2.206 -0.7087
N -0.163 1.062 0.825 0.2583
H -1.553 1.844 1.906 0.3400
N 1.269 1.104 0.823 -0.7748
H 0.078 -1.527 -3.147 0.3004
C -0.111 -2.225 -1.188 0.4114
H 0.156 1.649 2.916 0.2637
H 1.701 0.159 0.638 0.2333
H 1.597 1.483 -0.034 0.2948
O 0.053 -3.418 -1.467 -0.6759
O 0.151 1.028 -2.493 -0.5859
S -0.512 -1.708 0.412 -0.2516
H -0.936 0.267 2.410 0.2264
C -0.868 0.206 0.071 -0.4831



5.
15
Properties=species:S:1:pos:R:3:mulliken_charge:R:1 method="wB97M-V/def2-TZVPD" e_lumo_ev="-6.06 / -6.96" de_lowest_ev=4.044 fmax_ev_per_a=3.43 spin_multiplicity=1 energy_ha=-793.2445 total_charge=+1 homo_ha="-0.5100 / -0.5110"
O -3.553 0.677 -0.253 -0.1405
H 2.238 1.575 0.815 0.3451
C -0.397 -1.750 0.442 -0.6930
C -2.364 0.067 -0.226 0.5279
H 1.735 -1.477 0.428 0.2639
H 2.782 -0.015 0.413 0.1952
C 2.191 0.864 -0.039 -0.6824
H -0.285 -2.781 0.608 0.3399
N -2.880 1.806 -0.530 -0.1781
S -2.047 -1.588 0.165 0.0550
N -1.676 1.233 -0.445 -0.2843
H 0.162 0.895 -0.498 0.4111
C 0.734 -1.024 0.196 0.6225
N 0.858 0.240 -0.087 -0.0953
H 2.502 1.277 -0.988 0.3129



6.
14
Properties=species:S:1:pos:R:3:mulliken_spin:R:1 method="wB97M-V/def2-TZVPD" e_lumo_ev="3.83 / 3.09" de_lowest_ev=0.114 fmax_ev_per_a=6.59 spin_multiplicity=3 energy_ha=-718.3005 total_charge=-1 homo_ha="-0.0356 / -0.1141"
N -2.529 2.075 -0.037 0.1658
H 1.137 0.573 0.965 -0.0035
N -1.486 1.334 -0.336 0.0833
H 1.135 0.282 -1.726 -0.0653
H 2.293 -0.516 0.363 0.0084
S -4.410 -1.226 0.149 0.6085
C 1.166 -0.288 0.397 0.0618
C -0.806 0.546 -0.947 1.0031
H 0.251 -1.220 -1.257 -0.0306
H 0.648 -1.066 1.048 -0.0027
C 0.519 -0.179 -0.909 -0.0458
N -3.301 -0.037 -0.084 0.1535
C -3.607 1.173 0.263 0.0535
H -4.350 1.753 0.757 0.0097



7.
14
Properties=species:S:1:pos:R:3:mulliken_charge:R:1 method="wB97M-V/def2-TZVPD" e_lumo_ev=-0.63 de_lowest_ev=9.766 fmax_ev_per_a=6.21 spin_multiplicity=1 energy_ha=-374.7025 homo_ha=-0.3178
H 0.662 -0.763 4.425 0.2030
N -0.817 0.193 0.139 -0.2085
H 0.884 -1.104 0.226 0.2491
C 0.104 -0.631 0.876 -0.0294
C 1.293 -0.278 -2.475 0.1577
H -1.884 2.323 -1.054 0.1977
C 0.368 0.299 -2.028 -0.4376
N 0.863 -1.419 2.858 -0.7063
H 0.563 -2.791 2.825 0.2563
N -0.018 -0.693 2.114 -0.0488
C -0.610 0.829 -1.116 0.2121
H -1.365 0.996 0.787 0.3155
N -1.163 2.000 -1.653 -0.6227
H 2.150 -0.549 -2.947 0.4618



8.
14
Properties=species:S:1:pos:R:3:mulliken_charge:R:1 method="wB97M-V/def2-TZVPD" e_lumo_ev=0.40 de_lowest_ev=3.376 fmax_ev_per_a=4.69 spin_multiplicity=1 energy_ha=-374.9373 homo_ha=-0.3804
H 1.221 -0.721 -2.004 0.2526
N 1.153 1.618 1.550 -0.3220
C 0.595 -0.790 -1.045 -0.7606
C 1.272 -0.492 1.337 -0.0311
H -1.901 2.475 0.087 -0.0149
H -1.619 2.492 0.965 0.0392
H 1.472 -1.447 1.678 0.4701
N 1.358 0.465 2.210 -0.5345
H -0.361 -0.467 -1.261 0.3514
N 1.105 -0.008 0.111 0.0702
H 0.838 -1.834 -0.678 0.3062
C 0.919 1.331 0.321 0.3373
N 0.107 2.859 -1.518 -0.4305
C 0.511 2.184 -0.686 0.2665